No. 1
19
Properties=species:S:1:pos:R:3:forces:R:3 method="wB97M-V/def2-TZVPD" mol_weight_g_mol=93.15 total_charge=+1 de_lowest_kj_mol=101.97 e_tot_ev=-8342.92529
N -1.406282 -0.130670 -0.770952 0.487 -1.086 -0.147
C -0.195390 0.489859 -0.089965 -0.734 0.448 -0.817
C 0.057771 -0.139190 1.269229 -0.036 -0.214 -0.603
N 0.438897 -1.524963 1.136606 -0.266 0.471 -0.457
C 1.858235 -1.850838 1.125112 0.046 -0.358 -0.238
H -1.419852 0.149747 -1.750750 -0.334 0.406 -0.006
H -1.349044 -1.165619 -0.788694 0.247 0.403 0.330
H -2.275508 0.115695 -0.304515 -0.124 0.198 -0.102
H 0.591156 0.407692 -0.836940 0.370 -0.438 0.355
H -0.455163 1.543204 -0.104724 0.085 0.210 0.540
H 0.810578 0.489289 1.733859 0.206 -0.034 0.376
H -0.857713 -0.053931 1.849492 -0.089 0.081 0.249
H -0.208629 -2.170482 1.550119 0.357 -0.167 0.369
H 2.426193 -0.965889 0.851488 -0.004 0.186 0.072
H 2.072889 -2.577417 0.341425 -0.006 -0.141 0.093
H 2.262838 -2.233224 2.067184 -0.215 0.113 0.027
H -0.750285 3.669434 -2.271001 -0.209 -0.051 -0.056
H 0.337484 2.617224 -2.221864 -0.371 0.079 -0.127
O -0.628877 2.715226 -2.194895 0.592 -0.106 0.141



No. 2
20
Properties=species:S:1:pos:R:3:forces:R:3 method="wB97M-V/def2-TZVPD" mol_weight_g_mol=101.17 total_charge=+1 de_lowest_kj_mol=763.22 e_tot_ev=-8362.90019
C -0.022025 -0.942640 2.003804 -1.107 -0.934 -0.177
C 0.888427 -0.189236 0.924584 -3.958 -0.970 -0.272
C 0.219461 -0.208751 -0.482014 0.231 0.227 -1.486
C -1.335599 -0.038046 -0.662378 3.476 0.657 0.156
C 0.422591 2.087484 -1.835720 -0.714 -0.311 -1.072
N 1.057158 0.850420 -1.398581 -2.767 -1.112 0.750
N -1.165567 -1.746596 1.506480 0.259 4.031 -0.280
H 0.627101 -1.595939 2.555418 0.431 -0.541 0.119
H -0.373092 -0.203779 2.744650 -0.305 -0.103 -0.672
H 1.768317 -0.724477 0.927789 2.265 -0.384 -0.389
H 0.852661 0.766539 1.314367 1.013 2.146 0.464
H -1.796413 0.955250 -0.502358 0.045 -0.806 0.381
H -1.726627 -0.608999 -1.498709 -0.368 -0.315 0.401
H -0.406879 1.930640 -2.524965 0.547 -0.984 -1.651
H -0.318850 2.597358 -1.261273 0.711 0.991 2.275
H 1.214243 2.741605 -2.238639 -0.736 -0.178 0.174
H 1.922187 1.173415 -1.029666 0.842 -0.571 1.212
H -0.973728 -2.728979 1.388187 0.337 -0.233 -1.060
H -1.458380 -1.026044 0.536417 -0.354 -1.781 1.274
H 0.391194 -1.256229 -0.856151 0.151 1.170 -0.146